# 1
FHN2O3 | ωB97M-V with the def2-TZVPD basis set

Results
**Energy relative to the best compared isomer or geometry (same formula, charge and spin)**: 164.1 kJ/mol
**Structure (SMILES)**: O=[N+]([O-])F.N=O
**Multiplicity**: 1
**HOMO level**: -9.8 eV
**LUMO level**: -0.518 eV

Each atom is followed by the atoms it is bonded to, with distances in Å.
Atoms and positions in Å:
1 O 0.37452 -0.81755 -2.17111  N2 1.214
2 N -0.45804 -1.44598 -1.54960  O1 1.214, H6 1.061
3 F -1.06909 0.62273 1.57660  N4 1.536
4 N 0.33716 1.22319 1.43024  F3 1.536, O5 1.165, O7 1.151
5 O 1.10037 0.60892 2.06006  N4 1.165
6 H -0.70767 -2.32876 -2.08288  N2 1.061
7 O 0.42275 2.13746 0.73669  N4 1.151

Löwdin charges, unit e, in atom order: -0.07, 0.02, -0.05, -0.35, 0.18, 0.07, 0.21

=====

# 2
C13H33BO11P | ωB97M-V with the def2-TZVPD basis set

Results
**Multiplicity**: 1
**HOMO level**: -4.4 eV
**LUMO level**: 2.474 eV
**Net charge**: -1

Each atom is followed by the atoms it is bonded to, with distances in Å.
Atoms and positions in Å:
1 O -0.93994 2.04231 -7.11293  C5 1.421, C58 1.424
2 H 5.15179 1.53685 4.96904  C56 1.093
3 H -1.55418 -2.36223 1.75495  C24 1.093
4 H 0.43182 2.77367 -5.71362  C5 1.092
5 C 0.19321 2.83081 -6.77736  O1 1.421, H4 1.092, H32 1.094, H43 1.091
6 H 5.10848 0.67829 2.72763  C20 1.094
7 C -5.44837 -2.51865 2.50451  O18 1.423, H21 1.095, C23 1.521, H41 1.095
8 H -2.02502 -0.69234 1.39687  C24 1.088
9 H -1.38419 -1.19566 -1.41340  O55 0.972
10 O 1.31286 -1.49092 -1.79815  P34 1.718, B59 1.393
11 C 3.85895 -0.82686 5.95702  H15 1.093, H31 1.092, H33 1.096, O47 1.415
12 C -5.18601 -0.26173 3.15563  O18 1.419, H26 1.092, H27 1.096, H39 1.090
13 H 4.93523 2.91179 3.84826  C56 1.096
14 H 0.73111 1.24754 -2.20979  O49 0.971
15 H 3.15934 0.00478 5.84423  C11 1.093
16 O 4.97908 0.24459 -1.39551  C53 1.282
17 O -3.50044 -2.07896 1.11690  C23 1.420, C24 1.425
18 O -5.08742 -1.62148 3.54795  C7 1.423, C12 1.419
19 H 3.52539 0.42722 1.98802  C20 1.092
20 C 4.06126 0.44444 2.93907  H6 1.094, H19 1.092, C37 1.518, O46 1.432
21 H -6.11521 -2.03025 1.78633  C7 1.095
22 O 3.96841 -1.14769 0.00836  C53 1.242
23 C -4.22198 -3.08789 1.80713  C7 1.521, O17 1.420, H38 1.095, H40 1.095
24 C -2.35922 -1.62769 1.84094  H3 1.093, H8 1.088, O17 1.425, H30 1.093
25 H -2.14345 3.19495 -5.14651  C42 1.092
26 H -4.76074 -0.08819 2.16490  C12 1.092
27 H -6.23573 0.05220 3.16392  C12 1.096
28 H 2.87676 -1.16886 3.76622  C37 1.095
29 H 3.88854 2.74254 5.27533  C56 1.092
30 H -2.58670 -1.45176 2.89529  C24 1.093
31 H 4.50935 -0.62021 6.80920  C11 1.092
32 H 1.05746 2.50711 -7.36563  C5 1.094
33 H 3.30338 -1.75052 6.15520  C11 1.096
34 P 2.75851 -0.83506 -2.45607  O10 1.718, H51 1.443, C53 1.890
35 C -1.77582 0.67951 -5.27680  O44 1.422, H45 1.095, H48 1.095, C58 1.521
36 H -2.94385 2.59908 -3.66434  C42 1.095
37 C 3.92840 -0.91854 3.59310  C20 1.518, H28 1.095, O47 1.432, H52 1.092
38 H -4.55338 -3.81301 1.05608  C23 1.095
39 H -4.63449 0.33976 3.87859  C12 1.090
40 H -3.57513 -3.61176 2.51815  C23 1.095
41 H -6.00123 -3.34192 2.96896  C7 1.095
42 C -1.98024 2.75097 -4.16176  H25 1.092, H36 1.095, O44 1.419, H54 1.090
43 H -0.03165 3.86843 -7.02749  C5 1.091
44 O -1.28062 1.51919 -4.24112  C35 1.422, C42 1.419
45 H -1.75675 -0.34569 -4.89381  C35 1.095
46 O 3.46420 1.47001 3.74070  C20 1.432, C56 1.415
47 O 4.67447 -0.99345 4.81259  C11 1.415, C37 1.432
48 H -2.81515 0.92878 -5.51461  C35 1.095
49 O 0.66480 0.87825 -1.31425  H14 0.971, B59 1.411
50 H -1.28797 0.04526 -7.25957  C58 1.095
51 H 3.30938 -1.94227 -3.19899  P34 1.443
52 H 4.34596 -1.66877 2.91759  C37 1.092
53 C 4.03392 -0.56547 -1.08698  O16 1.282, O22 1.242, P34 1.890
54 H -1.38325 3.44121 -3.56526  C42 1.090
55 O -0.75963 -0.98979 -0.69736  H9 0.972, B59 1.433
56 C 4.41829 2.19356 4.49425  H2 1.093, H13 1.096, H29 1.092, O46 1.415
57 H 0.13015 0.46072 -6.28542  C58 1.094
58 C -0.89949 0.74997 -6.51743  O1 1.424, C35 1.521, H50 1.095, H57 1.094
59 B 0.44671 -0.51619 -1.30876  O10 1.393, O49 1.411, O55 1.433

Löwdin charges, unit e, in atom order: -0.20, 0.08, 0.09, 0.09, -0.11, 0.13, -0.21, 0.08, 0.10, -0.21, -0.13, -0.11, 0.09, 0.08, 0.08, -0.16, -0.19, -0.19, 0.11, -0.18, 0.12, -0.10, -0.21, -0.11, 0.08, 0.09, 0.08, 0.13, 0.08, 0.08, 0.08, 0.09, 0.08, 0.97, -0.20, 0.09, -0.19, 0.12, 0.09, 0.13, 0.12, -0.11, 0.09, -0.20, 0.12, -0.20, -0.20, 0.12, 0.10, 0.12, -0.07, 0.12, -0.90, 0.09, 0.09, -0.13, 0.13, -0.20, -0.85

=====

# 3
C4H12N3 | ωB97M-V with the def2-TZVPD basis set

Results
**Energy relative to the best compared isomer or geometry (same formula, charge and spin)**: 404.7 kJ/mol
**Structure (SMILES)**: NCC[C@H](N)C=[NH2+]
**Multiplicity**: 1
**HOMO level**: -13.0 eV
**LUMO level**: -6.918 eV
**Net charge**: +1

Each atom is followed by the atoms it is bonded to, with distances in Å.
Atoms and positions in Å:
1 N 0.42720 -1.17438 1.03130  C8 1.500, H10 1.023, H15 1.026
2 H -2.84086 0.42363 -1.19802  N4 1.006
3 H -0.48892 1.53023 -0.80355  C7 1.094
4 N -2.55903 -0.18276 -0.44577  H2 1.006, H5 1.010, C6 1.456
5 H -3.28290 -0.78845 -0.08560  N4 1.010
6 C -1.84600 0.54029 0.59735  N4 1.456, C7 1.508, H16 1.091, H18 1.086
7 C -0.47197 0.91104 0.09846  H3 1.094, C6 1.508, C8 1.594, H17 1.093
8 C 0.39058 -0.38498 -0.24369  N1 1.500, C7 1.594, C9 1.428, H11 1.098
9 C 1.64284 -0.02770 -0.82998  C8 1.428, H12 1.092, N19 1.399
10 H 0.65022 -2.14693 0.80387  N1 1.023
11 H -0.28426 -0.94684 -0.90356  C8 1.098
12 H 1.80505 -0.22109 -1.89211  C9 1.092
13 H 3.51089 -0.51350 -0.62218  N19 1.017
14 H 3.19132 0.99066 -0.08143  N19 1.026
15 H 1.30903 -0.89995 1.47721  N1 1.026
16 H -2.35612 1.43779 0.95016  C6 1.091
17 H 0.11900 1.53019 0.77874  C7 1.093
18 H -1.74797 -0.10681 1.46361  C6 1.086
19 N 2.83189 0.02956 -0.09482  C9 1.399, H13 1.017, H14 1.026

Löwdin charges, unit e, in atom order: 0.09, 0.08, 0.12, 0.03, 0.09, -0.27, -0.12, -0.35, 0.08, 0.10, 0.15, 0.16, 0.12, 0.15, 0.08, 0.13, 0.12, 0.11, 0.12

=====

- Among the records above, which one has the lowest HOMO level?
  C4H12N3